263
Properties=species:S:1:pos:R:3:forces:R:3:mulliken_charge:R:1 method="wB97M-V/def2-TZVPD" orbital_gap_ev=8.51 multiplicity=1 e_tot_ev=-109404.0020
C 5.61600 -2.87770 -1.51334 0.7 1.0 -0.4 -0.869
C 6.63689 -1.81288 -2.16957 -1.1 -1.0 1.3 -0.626
N 6.66751 -0.53098 -1.45892 -0.2 1.1 0.9 0.217
C 7.44216 0.52444 -2.14213 0.6 -1.0 -1.3 -0.572
C 8.90324 0.12589 -2.57240 -1.3 0.1 1.9 -1.307
C 5.34760 0.05789 -1.05775 0.3 -1.4 -0.6 -0.555
C 4.37962 0.37614 -2.20868 -0.1 0.5 0.6 0.601
H 5.83986 -3.89422 -1.83687 0.3 0.1 -0.1 0.488
H 4.56520 -2.72883 -1.76181 0.0 0.4 -0.2 -0.358
H 5.64578 -2.86390 -0.42383 0.3 0.1 0.0 0.411
H 7.62474 -2.26311 -2.07201 0.1 0.0 0.0 0.502
H 6.44203 -1.73367 -3.23909 -0.3 0.1 -0.3 0.507
H 6.83992 0.79624 -3.00904 0.2 0.3 -0.6 0.391
H 7.57847 1.45722 -1.59494 -0.5 -0.3 0.7 0.435
H 9.40351 -0.07119 -1.62425 0.2 -0.2 0.2 0.352
H 8.95472 -0.81139 -3.12644 0.2 0.6 -0.6 0.317
H 9.39967 1.03360 -2.91548 0.0 -0.4 -0.8 0.393
H 5.56162 0.88018 -0.37502 -0.1 0.2 -0.3 0.420
H 4.81657 -0.70138 -0.48361 0.2 -0.1 0.4 -0.396
H 4.57915 1.32541 -2.70585 0.3 -0.2 -0.4 0.550
H 3.37413 0.50459 -1.80794 -0.1 -0.1 0.2 -0.758
H 4.31895 -0.48359 -2.87598 0.2 0.2 -0.3 -0.167
C -1.25579 1.27376 -2.27383 0.2 -0.9 1.2 -0.004
C -0.69626 0.92198 -0.82722 0.1 0.6 -2.4 1.010
N 0.56639 0.17229 -0.92897 0.1 0.1 0.8 1.741
C 1.20145 0.14603 0.43155 -0.3 -0.9 -1.3 1.025
C 0.46674 -0.71897 1.46649 0.4 0.7 -0.2 0.012
C 0.32513 -1.17165 -1.50450 0.4 0.0 -0.1 1.321
C 1.56667 -2.08146 -1.70459 -0.4 0.5 0.4 -0.546
H -0.40569 1.55613 -2.89487 -0.1 0.3 0.0 -0.542
H -1.99186 2.07268 -2.18430 0.1 0.1 -0.1 0.123
H -1.74677 0.42860 -2.75625 -0.1 -0.1 0.0 -0.366
H -0.50571 1.92444 -0.44398 0.3 -0.2 0.7 -0.336
H -1.45059 0.42464 -0.21752 -0.3 -0.1 0.1 -0.612
H 2.18661 -0.29360 0.27567 0.3 0.2 0.1 -0.865
H 1.32334 1.18328 0.74357 -0.1 0.0 0.1 -0.419
H 0.64969 -1.77500 1.26788 -0.1 -0.1 0.1 -0.501
H 0.88343 -0.46180 2.44031 -0.2 -0.2 0.2 0.512
H -0.60169 -0.50323 1.46399 0.0 -0.1 0.2 -0.545
H -0.11475 -1.02128 -2.49040 -0.2 0.1 0.0 -0.417
H -0.41631 -1.67700 -0.88565 -0.2 -0.4 0.0 -0.664
H 1.35153 -3.05298 -2.14952 -0.5 0.1 -0.2 0.668
H 1.99710 -2.34531 -0.73856 0.5 0.3 0.0 -0.306
H 2.27461 -1.61391 -2.38892 0.2 0.2 0.3 -0.423
C 1.56891 0.46595 -5.54177 1.2 0.2 -0.7 -1.218
C 2.10332 -0.85010 -6.19989 -1.2 0.7 0.4 -0.360
N 0.99090 -1.63717 -6.73748 0.2 -0.7 -0.3 0.295
C 1.46166 -2.53747 -7.85194 -0.1 -0.6 1.2 -0.745
C 2.45343 -3.69207 -7.49149 -0.5 1.1 0.3 -0.914
C 0.24069 -2.30630 -5.64076 -1.2 -0.5 -1.2 0.993
C -1.13587 -2.89376 -6.10957 0.8 0.5 -0.8 -1.569
H 1.08084 1.12636 -6.25853 -0.6 -0.5 -0.2 0.461
H 2.40798 1.11753 -5.29781 0.4 -0.3 0.5 0.633
H 0.97362 0.36308 -4.63450 -0.1 -0.3 -0.1 -0.169
H 2.78826 -0.62750 -7.01807 -0.1 0.3 0.0 0.633
H 2.68191 -1.43102 -5.48165 0.2 -0.1 0.4 -0.048
H 0.59402 -3.05892 -8.25618 -0.2 0.3 -0.1 0.338
H 1.90056 -1.94149 -8.65211 -0.2 0.3 0.2 0.490
H 2.60587 -4.25856 -8.41017 0.0 -0.3 0.3 0.442
H 3.41381 -3.35380 -7.10244 0.1 0.2 -0.2 0.281
H 2.00742 -4.27384 -6.68482 0.0 -0.5 -0.3 0.148
H -0.00817 -1.62035 -4.83106 0.4 0.4 -0.2 -0.657
H 0.80961 -3.11818 -5.18767 0.3 -0.2 0.1 -0.163
H -0.99916 -3.58314 -6.94274 0.2 -0.7 0.4 0.428
H -1.75157 -2.15975 -6.62943 0.0 0.6 0.5 0.245
H -1.71102 -3.33689 -5.29660 0.2 -0.1 0.0 0.407
C 1.57239 7.31385 -1.45983 -0.7 0.1 -0.8 -1.469
C 0.41677 6.58528 -2.22179 1.0 -0.6 0.4 0.040
N 0.86036 5.80320 -3.39288 -0.3 0.1 -0.4 0.750
C 1.49621 6.65974 -4.43491 -0.5 -0.4 0.7 -0.839
C 0.47642 7.57937 -5.07938 1.1 -0.2 -0.5 -1.178
C -0.26966 4.97702 -3.91344 0.4 -0.2 1.0 0.602
C 0.13699 4.01057 -5.00223 -0.4 0.4 0.0 -0.870
H 1.40072 7.15578 -0.39510 0.4 0.1 0.0 0.341
H 1.57843 8.38538 -1.65950 -0.2 0.1 0.1 0.361
H 2.55926 6.97785 -1.77813 -0.1 -0.4 0.3 0.301
H 0.04999 5.83145 -1.52514 -0.3 0.0 0.0 -0.244
H -0.42017 7.24332 -2.45551 -0.1 0.2 0.0 0.550
H 2.02194 6.02324 -5.14666 -0.2 -0.1 -0.1 0.414
H 2.29386 7.24006 -3.97113 -0.1 0.0 0.2 0.561
H 1.01283 8.14062 -5.84446 -0.2 0.3 0.0 0.485
H 0.09535 8.25427 -4.31295 -0.4 0.0 -0.4 0.260
H -0.26340 6.97080 -5.59940 -0.4 0.4 0.2 0.198
H -0.73575 4.43366 -3.09150 0.4 -0.1 0.4 -0.990
H -1.11927 5.56205 -4.26560 0.0 0.5 -0.3 0.353
H 0.84273 3.22215 -4.74060 0.4 0.5 0.2 -0.244
H -0.75564 3.45556 -5.29080 -0.1 0.2 -0.5 0.074
H 0.49797 4.68500 -5.77873 0.1 -0.8 -0.6 0.691
C -3.02749 -0.98315 3.70634 0.1 -0.8 0.5 -0.890
C -3.63075 -1.29141 2.35573 -0.4 0.2 -0.4 1.605
N -4.77192 -2.24450 2.38346 0.3 0.2 0.3 0.411
C -5.96189 -1.69757 3.06360 -0.7 0.1 -2.0 -0.660
C -6.53320 -0.49803 2.18259 0.5 -0.9 1.3 -0.930
C -4.44036 -3.56071 2.93985 0.4 -0.9 -0.7 -0.968
C -3.54533 -4.42309 2.00969 -0.1 0.9 0.1 -1.009
H -2.32402 -1.77360 3.96790 0.4 0.2 0.1 0.090
H -3.80019 -1.07032 4.47018 -0.1 0.4 0.1 0.462
H -2.56642 0.00252 3.76939 0.1 -0.1 0.0 0.059
H -3.91047 -0.33547 1.91297 -0.7 -0.1 -0.1 -1.040
H -2.88591 -1.61757 1.62983 0.2 -0.5 0.2 -0.693
H -6.69554 -2.50323 3.03594 -0.1 0.0 -0.1 0.505
H -5.82481 -1.53869 4.13321 0.1 0.7 0.1 0.469
H -6.51236 -0.79063 1.13280 0.3 0.0 0.1 0.218
H -7.57663 -0.26236 2.39190 0.1 0.0 0.4 0.507
H -5.90936 0.37822 2.35900 -0.2 0.2 -0.2 0.004
H -5.35392 -4.14462 3.05189 -0.3 0.3 0.1 0.478
H -3.99879 -3.53493 3.93607 0.2 0.3 0.3 0.350
H -2.65676 -3.85234 1.73990 0.2 0.0 -0.1 -0.055
H -4.07794 -4.65226 1.08670 0.0 -0.1 0.0 0.522
H -3.19239 -5.34822 2.46541 -0.2 0.0 0.2 0.577
C 1.43361 -6.21421 7.38096 -0.6 0.1 0.1 -1.341
C 0.25238 -6.45461 6.41234 1.1 0.1 0.7 -0.369
N -0.17189 -5.27165 5.67941 -0.5 -0.5 -1.1 0.290
C -1.41254 -5.61351 4.93005 0.5 0.6 1.3 0.684
C -2.58125 -5.51254 5.87090 -1.3 0.8 0.4 -1.480
C 0.85774 -4.80698 4.74943 1.3 -0.4 0.7 -0.782
C 0.71687 -3.37232 4.36444 -0.9 0.4 0.2 0.698
H 1.34260 -6.99472 8.13634 0.5 -0.1 0.0 0.430
H 1.31780 -5.27131 7.91541 -0.2 0.1 -0.1 0.309
H 2.43255 -6.18566 6.94576 -0.1 -0.3 -0.1 0.323
H 0.51811 -7.26715 5.73613 0.1 -0.3 -0.4 0.348
H -0.52876 -6.87220 7.04760 -0.4 0.4 -0.3 0.340
H -1.52650 -4.90337 4.11102 -0.1 -0.1 0.0 -0.593
H -1.37409 -6.63277 4.54572 0.2 -0.2 -0.4 0.219
H -2.61617 -6.21647 6.70237 0.1 -0.4 -0.4 0.364
H -2.65592 -4.55136 6.37950 0.6 0.3 -0.1 0.362
H -3.52831 -5.51647 5.33131 -0.1 -0.6 -0.1 0.400
H 0.95879 -5.36653 3.81949 -0.4 -0.7 -0.2 0.028
H 1.81933 -4.95006 5.24236 0.1 0.0 0.1 0.465
H -0.25051 -3.31819 3.86509 0.0 0.6 -0.4 -0.532
H 1.51516 -3.01863 3.71195 -0.1 -0.1 -0.1 -0.237
H 0.64174 -2.73958 5.24880 0.1 0.1 0.0 0.080
C -1.81081 2.94507 9.45848 0.2 -0.1 0.4 -1.367
C -0.49059 2.78442 8.66609 -1.3 0.5 0.1 -0.339
N -0.49096 1.52206 7.93115 0.9 0.5 -1.0 0.258
C 0.60086 1.46403 6.92943 -1.1 1.4 -0.3 -0.224
C 0.44311 0.41800 5.87944 0.3 -1.5 0.2 -1.030
C -0.58975 0.33357 8.74548 0.8 -0.5 1.1 -0.643
C 0.52819 0.29549 9.84042 -0.8 0.8 -0.3 -1.029
H -2.02314 3.96801 9.76930 0.4 0.1 -0.1 0.445
H -1.80808 2.35324 10.37381 0.1 -0.1 0.1 0.288
H -2.69798 2.63687 8.90527 0.2 -0.2 -0.4 0.327
H -0.42538 3.65416 8.01232 -0.2 -0.3 -0.7 0.262
H 0.37645 2.96876 9.30041 0.2 -0.4 0.5 0.380
H 0.50461 2.37119 6.33285 0.1 0.6 0.5 -0.222
H 1.62503 1.45910 7.30246 0.2 -0.1 0.5 0.273
H -0.59626 0.24324 5.60144 0.0 0.2 -0.1 0.391
H 1.05572 0.66771 5.01315 -0.1 0.1 -0.2 -0.030
H 0.84129 -0.52254 6.26015 -0.1 -0.3 -0.2 0.566
H -0.47414 -0.54006 8.10400 0.0 0.0 -0.1 0.324
H -1.58693 0.23379 9.17418 0.0 0.2 0.1 0.410
H 1.47571 0.33176 9.30285 0.2 -0.5 0.4 0.255
H 0.43336 -0.45729 10.62299 0.2 -0.5 -0.5 0.412
H 0.49331 1.22546 10.40792 -0.1 0.1 0.0 0.252
C 1.97652 3.03209 -2.07289 0.6 0.6 0.5 0.972
O 2.80652 4.18471 -2.24657 0.3 -1.1 0.5 -0.773
H 2.38154 2.46037 -1.23791 0.2 -0.2 -0.2 -0.087
H 0.96768 3.29616 -1.75568 -0.3 0.2 -0.2 -0.222
H 1.93630 2.41295 -2.96908 0.0 -0.2 0.0 -0.489
H 2.29926 4.80641 -2.77361 -0.7 0.5 -0.4 0.401
C 4.24010 -4.18471 -4.30311 -0.4 0.0 -0.1 -0.204
O 5.21055 -4.09540 -5.31837 0.5 0.2 -0.2 -0.549
H 4.10029 -3.17824 -3.90867 0.1 -0.1 0.0 -0.328
H 3.28353 -4.51299 -4.70967 -0.2 -0.1 0.0 0.279
H 4.52156 -4.85433 -3.49041 0.1 0.0 0.1 0.531
H 5.45709 -4.96812 -5.63332 -0.1 -0.1 0.1 0.277
C 4.01540 -2.38249 2.29298 -0.6 0.4 0.5 -0.796
O 3.66362 -3.42605 1.43280 0.0 -0.7 -1.0 -0.405
H 3.37220 -1.54069 2.03650 0.1 0.2 -0.1 -0.071
H 3.71608 -2.69582 3.29314 0.5 0.4 0.5 0.582
H 5.05597 -2.06556 2.22316 0.0 -0.1 0.1 0.428
H 4.27362 -4.15174 1.58404 0.0 -0.1 -0.1 0.216
C -4.52019 4.39522 -3.36118 1.5 -1.2 -0.4 -0.234
C -5.22303 5.40839 -4.18117 -0.9 0.1 -0.8 -0.785
C -4.35052 6.61104 -4.14464 0.3 -0.2 1.1 -0.433
O -3.77433 6.57819 -2.83344 -0.6 0.9 0.9 -0.507
C -3.74848 5.24712 -2.32320 -0.4 -0.7 -1.1 0.646
H -3.78889 3.89170 -3.99345 0.2 -0.1 -0.2 -0.261
H -5.12571 3.57424 -2.97720 -0.2 0.3 0.3 0.597
H -6.15547 5.67480 -3.68351 -0.2 0.0 -0.3 0.308
H -5.38284 5.21290 -5.24151 -0.4 -0.7 0.1 0.364
H -5.07148 7.41056 -4.31517 0.9 0.9 0.2 0.350
H -3.48110 6.60131 -4.80199 -0.4 0.1 -0.7 0.202
H -4.24287 5.06076 -1.36981 0.2 0.9 0.4 0.279
H -2.69287 4.97655 -2.29899 -0.1 -0.4 0.4 -0.602
C 3.84869 1.79820 3.43515 0.0 0.4 1.0 0.673
C 4.76451 1.58323 2.24282 0.5 0.4 -0.2 0.588
C 6.00701 0.84854 2.84082 -1.9 -0.3 -1.4 -0.587
O 5.38648 0.02743 3.79689 -0.3 -0.2 1.6 -0.494
C 4.31455 0.75795 4.47460 0.9 -0.2 -0.4 -0.489
H 2.77750 1.69534 3.26179 0.0 -0.1 -0.5 -0.795
H 3.99410 2.82334 3.77580 0.0 0.0 0.4 0.217
H 5.08687 2.52105 1.79040 -0.3 0.1 -0.1 0.654
H 4.18662 1.02321 1.50762 0.6 -0.4 -0.2 -0.746
H 6.80858 1.50385 3.18165 -0.2 0.3 0.5 0.281
H 6.45222 0.19676 2.08911 0.1 -0.1 0.0 0.304
H 4.66389 1.17656 5.41845 0.5 0.5 -0.1 0.323
H 3.55995 0.05718 4.83180 -0.1 -0.3 -0.7 0.134
C -2.69012 1.07673 -5.69616 0.5 1.1 0.0 1.850
C -3.60537 0.05145 -5.11071 -1.0 -0.9 -0.4 1.310
C -4.37790 -0.43218 -6.39453 0.1 -1.1 1.1 -0.998
O -4.02604 0.39601 -7.45816 -0.7 0.7 -0.5 -0.497
C -2.73780 0.86591 -7.19570 0.8 0.1 -0.1 -0.759
H -1.67236 1.01406 -5.31099 0.0 0.2 0.1 -0.744
H -3.13370 2.05259 -5.49858 0.4 0.3 0.2 -0.654
H -4.26114 0.45188 -4.33758 -0.1 0.0 -0.1 0.357
H -3.07573 -0.78472 -4.65418 0.0 0.0 -0.1 -1.327
H -5.45984 -0.51160 -6.28869 0.0 0.4 0.0 0.403
H -4.02451 -1.43785 -6.62221 0.0 -0.4 0.0 0.434
H -2.53759 1.76426 -7.77964 -0.2 0.1 0.0 0.414
H -1.97984 0.14524 -7.50266 0.1 -0.4 0.0 0.247
C -3.49495 -2.49080 -1.25944 0.0 0.9 0.4 1.110
C -3.21306 -2.94320 -2.66725 -0.9 0.0 -0.5 0.830
C -4.65053 -2.77436 -3.29907 1.4 -0.9 0.3 -0.862
O -5.21045 -1.65826 -2.64897 -0.3 0.2 0.0 -0.526
C -4.40001 -1.28189 -1.52750 -0.2 -0.7 -0.1 1.305
H -2.61700 -2.20680 -0.67923 0.1 0.1 -0.1 -0.784
H -3.99886 -3.26039 -0.67471 -0.2 0.0 -0.1 -0.390
H -2.77360 -3.94044 -2.68946 -0.2 0.0 -0.3 0.673
H -2.56158 -2.22487 -3.16493 0.3 -0.1 0.0 -0.847
H -5.24701 -3.66908 -3.12076 -0.2 -0.1 0.2 0.402
H -4.60766 -2.64720 -4.38078 0.0 0.3 -0.1 0.198
H -5.05827 -1.05814 -0.68801 0.0 0.2 0.0 -0.401
H -3.84262 -0.40247 -1.85008 0.3 0.2 0.4 -0.728
C 0.83939 4.23181 4.13992 -0.5 -0.9 1.5 0.005
C 1.28021 5.12450 3.03933 0.1 0.6 -0.1 -0.829
C 0.83132 4.36135 1.79412 0.9 0.3 0.7 0.049
O -0.12751 3.43401 2.23241 -0.6 -1.1 -1.3 0.109
C -0.42918 3.60473 3.58434 -0.3 0.4 0.3 -0.591
H 0.68692 4.75682 5.08291 0.0 0.0 0.0 0.526
H 1.54615 3.42489 4.33352 0.2 0.0 0.0 -0.272
H 2.35898 5.28021 3.04969 -0.1 0.3 -0.1 0.362
H 0.74435 6.06070 3.19587 0.2 0.3 -0.5 0.303
H 1.69960 3.78211 1.48002 0.0 0.1 -0.8 0.023
H 0.44734 5.04735 1.03909 0.0 -0.3 -0.3 -0.183
H -0.72220 2.65632 4.03462 0.3 -0.2 0.0 0.151
H -1.31998 4.23129 3.62915 0.0 0.5 0.5 0.305
C 0.65799 -5.10727 -0.12960 1.5 1.5 0.9 -0.026
C 0.15946 -6.09520 0.87380 0.3 -1.2 0.9 0.233
C -1.02743 -6.73252 0.19896 0.0 0.7 -0.9 -0.796
O -1.31029 -5.81809 -0.85327 -1.4 1.1 -1.7 -0.559
C -0.56757 -4.57083 -0.76182 0.3 -2.0 0.3 1.012
H 1.33187 -5.54034 -0.86882 -0.1 -0.2 0.0 0.430
H 1.20394 -4.31701 0.38571 0.4 0.1 0.0 -0.237
H -0.22592 -5.69425 1.81125 0.6 0.5 0.1 -0.675
H 0.97515 -6.79156 1.06831 -0.2 -0.2 0.4 0.646
H -1.93901 -6.76796 0.79551 0.2 -0.5 0.3 0.325
H -0.77997 -7.68997 -0.25945 -0.3 -0.1 0.1 0.235
H -1.00625 -3.84571 -0.07636 -0.6 0.2 -0.3 -0.561
H -0.29587 -4.19132 -1.74683 -0.9 0.1 0.0 0.048
C -3.38157 2.50219 1.60783 0.8 -0.7 1.3 0.549
C -4.24480 2.13447 0.45654 -0.2 -0.4 -1.0 2.091
C -5.41100 3.05645 0.67810 -0.3 -1.7 0.1 -0.987
O -4.89183 4.21413 1.21266 -0.4 2.2 -0.3 -0.511
C -3.63462 3.98276 1.78785 0.9 -0.3 -0.4 -0.401
H -2.32926 2.24332 1.49072 0.0 0.1 0.0 -0.223
H -3.72935 2.04102 2.53221 -0.1 -0.5 0.0 -0.003
H -4.61307 1.11053 0.39299 0.3 -0.2 0.2 -0.728
H -3.74567 2.33937 -0.49056 0.1 0.1 -0.2 -0.870
H -5.98862 2.58139 1.47106 -0.8 -0.1 -0.2 0.536
H -5.98457 3.14928 -0.24412 -0.2 0.7 0.2 0.350
H -3.63571 4.26146 2.84161 0.0 0.2 -0.1 0.331
H -2.85279 4.50072 1.23236 0.0 0.6 0.1 0.150